*one*
Formula: CH4FNS2
Source: the Open Molecules 2025 dataset
Level of theory: ωB97M-V with the def2-TZVPD basis set

SMILES: C[N+](=S)[S-].F
Total charge: 0
HOMO level (alpha / beta) (eV): -9.498 / -9.500
Molar mass (g/mol): 113.2
Multiplicity: 1

Geometry as XYZ:
```
9
Properties=species:S:1:pos:R:3:mulliken_charge:R:1
C 0.276 0.583 0.716 -0.662
N -0.773 0.582 -0.305 0.019
S -1.361 1.993 -0.934 -0.047
S -1.369 -0.888 -0.646 -0.123
H 1.229 0.250 0.167 0.323
H 0.416 1.637 1.179 0.277
H -0.113 -0.057 1.513 0.307
F 1.275 -2.327 -0.814 -0.413
H 0.421 -1.772 -0.877 0.319
```

*two*
Formula: CH4FNS2
Source: the Open Molecules 2025 dataset
Level of theory: ωB97M-V with the def2-TZVPD basis set

SMILES: CN(S)SF
Total charge: 0
HOMO level (eV): -9.445
Molar mass (g/mol): 113.2
Multiplicity: 1

Geometry as XYZ:
```
9
Properties=species:S:1:pos:R:3:mulliken_charge:R:1
C -0.973 0.691 0.263 -0.711
N 0.257 -0.124 0.317 -0.076
S -0.075 -1.865 -0.006 -0.141
S 1.723 0.336 0.738 0.254
F 2.759 0.364 -0.937 -0.472
H -1.377 0.682 1.311 0.313
H -1.044 1.745 -0.064 0.316
H -1.747 0.232 -0.279 0.319
H 0.476 -2.062 -1.344 0.198
```

Short version: *one* is the most stable of them.

*one*
Formula: C3H9N2OP
Source: the Open Molecules 2025 dataset
Level of theory: ωB97M-V with the def2-TZVPD basis set

Total charge: 0
HOMO level (alpha / beta) (eV): -9.659 / -7.816
Molar mass (g/mol): 120.1
Multiplicity: 1

Geometry as XYZ:
```
16
Properties=species:S:1:pos:R:3:mulliken_charge:R:1
C 1.108 -0.644 -1.686 -0.892
C 0.803 -0.199 -0.426 0.873
C 1.326 -0.576 0.849 -1.356
N -1.552 -0.636 1.947 -0.585
N -1.416 0.986 -1.487 -0.450
O -0.088 2.346 0.327 -0.567
P -0.424 0.975 -0.154 0.420
H 0.688 -0.286 -2.553 0.445
H 1.763 -1.505 -1.837 0.262
H 2.395 -0.498 1.011 0.378
H 0.857 0.210 1.520 0.265
H 1.117 -1.547 1.132 0.307
H -0.676 -0.462 2.431 0.216
H -2.178 0.037 2.371 0.216
H -1.679 0.079 -1.841 0.250
H -2.044 1.718 -1.604 0.217
```

*two*
Formula: C3H9N2OP
Source: the Open Molecules 2025 dataset
Level of theory: ωB97M-V with the def2-TZVPD basis set

SMILES: C[C@@H]1CNP(O)N1
Total charge: 0
HOMO level (eV): -8.513
Molar mass (g/mol): 120.1
Multiplicity: 1

Geometry as XYZ:
```
16
Properties=species:S:1:pos:R:3:mulliken_charge:R:1
C 0.456 -1.299 -0.153 -1.185
C -0.467 -0.118 0.517 0.062
C -1.285 0.492 -0.670 -0.536
N -0.122 1.444 -1.195 -0.365
P 0.673 2.285 0.121 -0.013
O 2.280 2.085 -0.240 -0.473
N 0.244 0.967 1.098 -0.254
H 0.835 -0.843 -1.012 0.362
H -0.089 -2.221 -0.458 0.345
H 1.357 -1.236 0.552 0.277
H -1.110 -0.653 1.125 0.400
H -1.678 -0.310 -1.501 0.261
H -2.193 1.187 -0.355 0.268
H -0.332 1.987 -2.017 0.271
H 2.678 1.260 -0.128 0.307
H 0.725 0.819 2.001 0.275
```

Short version: *two* is the most stable of them.

*one*
Formula: C3H10O2S2
Source: the Open Molecules 2025 dataset
Level of theory: ωB97M-V with the def2-TZVPD basis set

SMILES: OCCCSS.O
Total charge: 0
HOMO level (eV): -8.955
Molar mass (g/mol): 142.2
Multiplicity: 1

Geometry as XYZ:
```
17
Properties=species:S:1:pos:R:3:mulliken_charge:R:1
O -0.908 1.641 -1.360 -0.502
C 0.474 1.294 -1.485 -0.351
C 0.477 -0.309 -1.605 -0.624
C -0.024 -0.752 -0.226 -0.443
S 1.363 -0.651 0.988 -0.053
S 1.425 -2.631 1.636 -0.233
H -0.953 2.588 -1.198 0.297
H 1.121 1.381 -0.528 0.238
H 0.851 1.784 -2.426 0.352
H 1.546 -0.579 -1.724 0.298
H -0.197 -0.601 -2.417 0.335
H -0.757 -1.656 -0.189 0.457
H -0.684 -0.113 0.361 -0.014
H 0.972 -2.431 2.955 0.155
O -1.897 0.407 2.172 -0.621
H -0.947 0.104 1.907 0.387
H -1.863 0.525 3.138 0.322
```

*two*
Formula: C3H10O2S2
Source: the Open Molecules 2025 dataset
Level of theory: ωB97M-V with the def2-TZVPD basis set

Total charge: 0
HOMO level (eV): -9.052
Molar mass (g/mol): 142.2
Multiplicity: 1

Geometry as XYZ:
```
17
Properties=species:S:1:pos:R:3:mulliken_charge:R:1
C -1.910 0.420 -0.773 -0.564
C -0.517 -0.304 -0.947 -0.330
O 0.377 0.256 -0.022 -0.407
C -2.767 0.154 0.528 -0.656
S -4.526 -0.303 0.222 -0.239
S 3.444 -0.007 -0.419 -0.176
H -1.593 1.420 -0.958 0.308
H -2.463 0.178 -1.707 0.386
H -0.092 -0.088 -2.005 0.281
H -0.571 -1.374 -0.769 0.318
H 1.370 0.210 -0.261 0.197
H -2.353 -0.561 1.192 0.401
H -2.897 1.090 1.115 0.265
H -4.503 -1.647 -0.012 0.116
H 5.367 0.219 0.604 0.359
H 5.521 0.091 2.211 0.304
O 5.960 0.220 1.384 -0.561
```

Short version: *one* is the most stable of them.

*one*
Formula: C9H14NS
Source: the Open Molecules 2025 dataset
Level of theory: ωB97M-V with the def2-TZVPD basis set

Total charge: +1
HOMO level (eV): -13.085
Molar mass (g/mol): 168.3
Multiplicity: 1

Geometry as XYZ:
```
25
Properties=species:S:1:pos:R:3:mulliken_charge:R:1
C 0.340 2.732 0.133 -0.848
C 0.473 2.726 -1.246 -0.227
C -0.356 1.649 0.629 0.646
C -0.824 0.750 -0.434 -0.428
C 1.755 -0.754 -0.573 -1.173
C -0.702 -0.872 -0.305 0.178
C 0.642 -1.467 -0.681 0.592
C -0.724 1.431 2.031 -1.232
C 0.645 -2.898 -1.107 -1.315
N -1.022 -1.255 1.036 -0.433
S -0.204 1.396 -2.011 -0.013
H 0.718 3.527 0.751 0.449
H 0.947 3.495 -1.830 0.459
H 1.756 0.270 -0.234 0.205
H 2.723 -1.159 -0.807 0.344
H -1.445 -1.243 -1.021 0.401
H -1.804 1.519 2.161 0.314
H -0.493 0.396 2.304 0.311
H -0.231 2.137 2.691 0.397
H 0.202 -3.005 -2.096 0.296
H 0.082 -3.524 -0.416 0.331
H 1.667 -3.261 -1.148 0.429
H -0.297 -1.791 1.491 0.313
H -1.913 0.864 -0.495 0.808
H -1.933 -1.665 1.176 0.197
```

*two*
Formula: C9H14NS
Source: the Open Molecules 2025 dataset
Level of theory: ωB97M-V with the def2-TZVPD basis set

Total charge: +1
HOMO level (alpha / beta) (eV): -11.336 / -11.335
Molar mass (g/mol): 168.3
Multiplicity: 1

Geometry as XYZ:
```
25
Properties=species:S:1:pos:R:3:mulliken_charge:R:1
C -0.511 -3.675 0.970 -0.528
C -0.686 -2.624 0.024 -0.763
C -0.107 -3.197 2.206 -0.456
C -0.369 -1.364 0.498 0.465
C -0.562 -0.242 -0.362 -0.516
C 1.146 0.719 -0.486 -1.331
C -0.241 1.251 -0.068 2.044
C -0.394 1.613 1.349 -1.405
C -0.845 2.380 -0.932 -1.697
N 1.729 1.123 -1.722 -0.243
S 0.116 -1.484 2.221 -0.022
H -0.981 -4.591 0.545 0.312
H -0.950 -2.845 -0.944 0.440
H 0.157 -3.705 3.061 0.500
H -0.562 -0.673 -1.466 0.165
H 1.813 0.275 0.207 0.522
H 0.081 2.658 1.410 0.370
H 0.201 0.995 2.080 0.459
H -1.512 1.733 1.553 0.299
H -0.213 3.340 -0.801 0.340
H -1.870 2.597 -0.796 0.438
H -0.855 2.193 -2.022 0.434
H 2.072 0.225 -2.311 0.431
H 2.360 1.928 -1.800 0.342
H 0.983 1.369 -2.412 0.399
```

Short version: *one* is the most stable of them.

*one*
Formula: C22H19F6N7O4PdS3
Source: the Open Molecules 2025 dataset
Level of theory: ωB97M-V with the def2-TZVPD basis set

Total charge: +2
HOMO level (alpha / beta) (eV): -14.233 / -14.636
Molar mass (g/mol): 762.0
Multiplicity: 5

Geometry as XYZ:
```
62
Properties=species:S:1:pos:R:3:mulliken_charge:R:1
Pd -0.107 0.097 -0.271 0.760
C -4.272 -1.975 3.143 -0.402
C -4.242 -0.569 3.152 -0.839
C -3.090 0.103 2.863 0.403
C -1.898 -0.633 2.581 -0.451
C -1.935 -2.063 2.601 0.037
C -3.104 -2.708 2.892 -0.840
N -0.775 0.017 2.241 0.620
C -0.024 0.872 2.899 0.269
C -0.237 1.182 4.277 -0.687
C 0.539 2.116 4.901 -0.753
C 1.594 2.744 4.214 -0.741
C 1.853 2.448 2.887 -0.469
C 1.073 1.515 2.212 0.291
N 1.341 1.113 0.911 1.013
N 2.262 1.714 0.316 -0.640
C 2.477 1.436 -1.006 -0.255
C 3.687 1.812 -1.593 -0.586
C 3.908 1.480 -2.915 -0.533
C 2.923 0.805 -3.622 -0.909
C 1.729 0.494 -2.980 -0.434
N 1.508 0.825 -1.721 0.864
H -5.206 -2.490 3.322 0.480
H -5.137 -0.011 3.392 0.442
H -3.050 1.184 2.841 0.527
H -1.023 -2.598 2.391 0.536
H -3.123 -3.789 2.935 0.496
H -1.030 0.665 4.801 0.549
H 0.356 2.359 5.939 0.448
H 2.228 3.449 4.734 0.443
H 2.682 2.904 2.368 0.533
H 4.426 2.310 -0.982 0.580
H 4.846 1.733 -3.391 0.434
H 3.073 0.509 -4.650 0.516
H 0.935 -0.042 -3.483 0.616
F -4.159 -1.245 -2.452 -0.181
C -3.295 -2.245 -2.377 0.485
F -3.841 -3.277 -1.768 -0.156
F -2.884 -2.579 -3.587 -0.173
S -1.836 -1.606 -1.429 0.935
O -2.336 -0.916 -0.252 -0.465
O -1.180 -0.671 -2.341 -0.617
N -1.003 -2.885 -1.109 -0.449
S 0.484 -2.639 -0.617 0.901
O 1.307 -1.969 -1.581 -0.513
O 0.527 -2.028 0.708 -0.607
C 1.104 -4.367 -0.350 0.535
F 2.396 -4.281 -0.097 -0.180
F 0.461 -4.856 0.705 -0.179
F 0.888 -5.121 -1.406 -0.169
S -1.287 2.290 -0.185 -0.326
C -1.129 2.974 -1.746 0.305
N -0.989 4.278 -1.951 -0.144
C -0.892 4.613 -3.375 -0.498
C -1.102 3.241 -4.046 -0.525
N -1.144 2.325 -2.900 0.190
H -1.007 4.960 -1.214 0.206
H 0.088 5.036 -3.595 0.301
H -1.650 5.341 -3.657 0.335
H -0.285 2.978 -4.716 0.294
H -2.036 3.199 -4.605 0.330
H -1.416 1.356 -2.977 0.053
```

*two*
Formula: C22H19F6N7O4PdS3
Source: the Open Molecules 2025 dataset
Level of theory: ωB97M-V with the def2-TZVPD basis set

Total charge: +2
HOMO level (alpha / beta) (eV): -14.420 / -14.701
Molar mass (g/mol): 762.0
Multiplicity: 5

Geometry as XYZ:
```
62
Properties=species:S:1:pos:R:3:mulliken_charge:R:1
Pd -0.992 0.181 -0.294 0.599
C 2.036 -3.754 1.279 -0.173
C 2.690 -2.433 1.081 -1.580
C 1.806 -1.303 0.718 0.640
C 1.174 -0.516 1.879 0.680
C 0.830 -1.145 3.044 -0.881
C 0.945 -2.626 3.264 -0.193
N 0.683 0.675 1.490 0.088
C 0.197 1.583 2.395 -0.322
C 0.878 1.911 3.579 -0.287
C 0.355 2.845 4.446 -0.683
C -0.871 3.461 4.174 -0.757
C -1.551 3.174 3.010 -0.487
C -1.019 2.256 2.098 0.323
N -1.614 1.960 0.880 1.101
N -2.680 2.518 0.571 -0.678
C -3.194 2.226 -0.681 0.126
C -4.167 3.053 -1.223 -0.450
C -4.625 2.780 -2.503 -0.370
C -4.141 1.668 -3.173 -0.874
C -3.192 0.867 -2.548 -0.304
N -2.721 1.155 -1.346 0.243
H 2.634 -4.473 1.836 0.593
H 3.756 -2.308 1.180 0.444
H 2.313 -0.587 0.072 0.514
H 0.313 -0.581 3.808 0.539
H 0.248 -2.955 4.035 0.570
H 1.839 1.450 3.771 0.558
H 0.903 3.105 5.342 0.445
H -1.283 4.168 4.880 0.430
H -2.497 3.643 2.776 0.518
H -4.529 3.893 -0.647 0.523
H -5.357 3.423 -2.971 0.430
H -4.487 1.419 -4.165 0.458
H -2.806 -0.029 -3.017 0.497
F -1.354 -2.878 -3.863 -0.217
C -0.934 -3.626 -2.847 0.722
F 0.335 -3.325 -2.574 -0.200
F -1.048 -4.898 -3.140 -0.191
S -1.981 -3.161 -1.377 0.908
O -1.981 -1.703 -1.406 -0.367
O -3.214 -3.839 -1.450 -0.587
N -1.045 -3.670 -0.158 -0.554
S -0.418 -2.639 0.755 0.986
O -1.299 -1.672 1.369 -0.525
O 0.672 -1.800 -0.085 -0.085
C 0.704 -3.494 2.001 0.368
F 1.758 -4.347 0.049 -0.292
F 2.214 -2.939 3.734 -0.331
F 0.051 -4.633 2.314 -0.365
S 0.232 0.263 -2.515 -0.177
C 1.792 0.942 -2.570 0.078
N 2.265 1.911 -1.785 0.030
C 3.588 2.377 -2.224 -0.503
C 3.963 1.337 -3.300 -0.467
N 2.719 0.574 -3.442 -0.100
H 1.678 2.443 -1.168 0.142
H 4.293 2.383 -1.395 0.298
H 3.525 3.383 -2.635 0.335
H 4.769 0.679 -2.976 0.298
H 4.252 1.801 -4.240 0.319
H 2.593 -0.170 -4.109 0.192
```

Short version: *one* is the most stable of them.